An isolated molecule of C17H20N2O5 in a non-equilibrium geometry, computed with ωB97M-V/def2-TZVPD.

The lowest unoccupied orbital energy is 0.669 eV. The structure (SMILES) is COc1ccccc1NCCC(=O)OCC(=O)NCc1ccco1. As for the molar mass: 332.36 Da. Its gap between HOMO and LUMO is 8.601 eV. As for the max |F|: 0.0597 Eh/bohr. The relative energy (zero: lowest compared OMol25 entry of this formula, charge and spin) comes out at 3.747 eV.

Geometry as ORCA input:
```
! wB97M-V def2-TZVPD RIJCOSX def2/J DEFGRID3
* xyz 0 1
C 0.11 -1.57 -2.13
O 1.42 -1.95 -1.66
C 1.96 -0.96 -0.86
C 2.12 0.36 -1.30
C 2.64 1.36 -0.51
C 3.06 1.04 0.78
C 2.88 -0.27 1.24
C 2.30 -1.25 0.45
N 2.06 -2.56 0.85
C 1.73 -2.96 2.23
C 0.25 -2.80 2.47
C -0.08 -1.39 2.94
O 0.24 -1.12 4.09
O -0.72 -0.57 2.09
C -0.74 0.85 2.48
C -1.15 1.79 1.37
O -1.71 2.83 1.61
N -0.87 1.47 0.04
C -1.08 2.35 -1.12
C -2.17 1.92 -2.01
C -3.26 2.68 -2.33
C -4.08 1.86 -3.13
C -3.46 0.62 -3.21
O -2.27 0.67 -2.53
H 0.14 -0.92 -3.03
H -0.48 -1.05 -1.40
H -0.42 -2.44 -2.45
H 1.80 0.65 -2.30
H 2.75 2.38 -0.89
H 3.56 1.74 1.43
H 3.27 -0.59 2.24
H 1.83 -3.20 0.11
H 2.02 -4.00 2.36
H 2.30 -2.48 3.00
H -0.28 -3.02 1.52
H -0.08 -3.51 3.23
H -1.45 0.99 3.31
H 0.27 1.15 2.81
H -0.57 0.50 -0.05
H -0.16 2.36 -1.77
H -1.25 3.41 -0.80
H -3.44 3.68 -1.99
H -5.05 2.19 -3.54
H -3.92 -0.27 -3.64
*
```



A cluster of 2 separate species, C3H5O2S in total in a non-equilibrium geometry, computed with ωB97M-V/def2-TZVPD.

The lowest unoccupied orbital energy (spin up / spin down) is 3.772 / 2.201 eV. As for the molar mass: 105.14 Da. Its gap between HOMO and LUMO (spin up / spin down) is 8.336 / 3.587 eV. As for the max |F|: 0.0809 Eh/bohr. The relative energy (zero: lowest compared OMol25 entry of this formula, charge and spin) comes out at 4.540 eV.

Geometry as ORCA input:
```
! wB97M-V def2-TZVPD RIJCOSX def2/J DEFGRID3
* xyz -1 1
C -0.95 -0.41 0.51
C -1.29 -0.79 -0.70
C -0.24 0.98 0.87
O 3.22 3.65 -0.06
O 1.00 4.29 -1.10
S 2.10 3.28 -0.97
H -0.90 -1.07 1.35
H -1.04 -0.26 -1.59
H -0.27 1.69 -0.06
H -0.58 1.38 1.80
H 0.85 0.68 0.89
*
```